Arrangement one

{"formula": "CHCl2FS", "method": "ωB97M-V/def2-TZVPD", "e_lumo_ev": 0.32, "orbital_gap_ev": 10.870, "homo_energy_ev": -10.550, "symbols": ["C", "F", "S", "Cl", "Cl", "H"], "xyz": [[1.91732, 0.03006, 0.07511], [2.01191, -0.09659, 1.74478], [0.46962, 0.96992, -0.22287], [1.79552, -1.65726, -0.40539], [3.36522, 0.80148, -0.40076], [-0.11102, -0.19230, -0.40844]]}


Arrangement two

{"formula": "CHCl2FS", "method": "ωB97M-V/def2-TZVPD", "e_lumo_ev": [-0.72, -2.28], "orbital_gap_ev": [9.156, 6.478], "homo_energy_ev": [-9.873, -8.757], "symbols": ["C", "F", "S", "Cl", "Cl", "H"], "xyz": [[-0.79152, 0.27705, 0.29735], [-0.67829, 0.46749, 1.63059], [2.00911, -0.17951, -1.19902], [-1.24217, 1.66481, -0.48235], [-1.34030, -1.21540, -0.03342], [2.04317, -1.01444, -0.21315]]}


Which of them is most stable, and which least? Most stable: arrangement one; least stable: arrangement two.


Arrangement one

{"formula": "C3H10S2", "method": "ωB97M-V/def2-TZVPD", "e_lumo_ev": 0.87, "orbital_gap_ev": 9.202, "smiles": "CSC.CS", "homo_energy_ev": -8.330, "symbols": ["C", "C", "S", "H", "H", "H", "H", "H", "H", "C", "S", "H", "H", "H", "H"], "xyz": [[-1.33377, -0.68925, -1.27920], [1.05135, -1.64156, -0.39163], [0.46213, -0.36712, -1.55715], [-1.81455, -0.10752, -2.06203], [-1.61394, -0.42324, -0.26370], [0.83602, -1.49407, 0.66553], [0.52873, -2.56155, -0.67516], [2.12262, -1.78361, -0.51954], [-1.53164, -1.74694, -1.39414], [-0.12648, 2.09330, 1.10387], [1.61261, 1.60251, 1.15063], [1.35966, 0.63980, 2.00883], [-0.43323, 1.75014, 0.12161], [-0.40385, 3.14184, 1.22320], [-0.71566, 1.58728, 1.86887]]}


Arrangement two

{"formula": "C3H10S2", "method": "ωB97M-V/def2-TZVPD", "e_lumo_ev": 0.62, "orbital_gap_ev": 9.627, "smiles": "CSS.CC", "homo_energy_ev": -9.004, "symbols": ["C", "C", "H", "H", "H", "H", "H", "H", "C", "S", "S", "H", "H", "H", "H"], "xyz": [[2.76863, 1.18596, -0.66940], [2.39765, -0.27635, -0.44199], [1.94053, 1.84702, -0.39616], [3.60954, 1.47808, -0.05275], [2.96373, 1.41446, -1.71823], [3.29113, -0.90173, -0.41636], [1.81446, -0.67704, -1.26709], [1.79947, -0.45557, 0.45796], [-2.81171, -0.76209, 1.52372], [-1.85429, -0.67360, 0.01069], [-3.01403, 0.52522, -1.18932], [-2.20774, -1.22879, 2.29853], [-3.01292, 0.25097, 1.85956], [-3.73604, -1.33321, 1.48414], [-3.94843, -0.39334, -1.48331]]}


Which of them is most stable, and which least? Most stable: arrangement two; least stable: arrangement one.


Arrangement one

{"formula": "C3H5FOS", "method": "ωB97M-V/def2-TZVPD", "e_lumo_ev": 0.49, "orbital_gap_ev": 9.954, "smiles": "O=C(CF)CS", "homo_energy_ev": -9.467, "symbols": ["C", "C", "C", "H", "H", "H", "H", "H", "O", "F", "S"], "xyz": [[-0.85314, 0.33121, 0.76755], [0.31967, 0.78588, -0.02201], [1.30685, -0.32094, -0.63947], [-2.05018, -1.34520, -0.56033], [-1.16090, 1.25107, 1.24953], [-0.41685, -0.52083, 1.34677], [2.16905, 0.15955, -1.10930], [0.77920, -0.98006, -1.38506], [0.63015, 1.96614, -0.01927], [1.60434, -1.14493, 0.51639], [-2.32817, -0.18189, -0.14481]]}


Arrangement two

{"formula": "C3H5FOS", "method": "ωB97M-V/def2-TZVPD", "e_lumo_ev": 0.46, "orbital_gap_ev": 9.954, "smiles": "O=C(S)CCF", "homo_energy_ev": -9.492, "symbols": ["C", "C", "C", "H", "H", "H", "H", "H", "O", "F", "S"], "xyz": [[0.02138, -0.27885, 0.95186], [-1.00606, 0.67799, 0.20694], [-0.40101, 1.54183, -0.77097], [0.52623, -0.55714, -1.15612], [-1.57768, 1.24205, 0.80714], [-1.53276, -0.35659, -0.29430], [0.57425, 1.97303, -0.50529], [-1.13658, 2.36137, -1.23144], [-0.26381, -0.37245, 2.20233], [0.14702, 0.68171, -1.84347], [0.76550, -1.21652, -0.06090]]}


Arrangement three

{"formula": "C3H5FOS", "method": "ωB97M-V/def2-TZVPD", "e_lumo_ev": [-0.30, -1.08], "orbital_gap_ev": [8.876, 7.627], "homo_energy_ev": [-9.178, -8.707], "symbols": ["C", "C", "C", "O", "F", "S", "H", "H", "H", "H", "H"], "xyz": [[0.71976, 0.25366, 0.04580], [-0.56525, -0.69080, 0.08776], [-0.51661, 0.66092, 0.69243], [0.36791, -1.34984, 3.28081], [-1.83509, -0.17608, 3.68459], [-0.16287, -0.04745, 3.60147], [1.63191, -0.03933, 0.58887], [0.94346, 0.78547, -0.97682], [-1.14729, -0.79802, -0.88615], [-0.33684, -1.50283, 0.83601], [-1.04536, 1.55845, 0.29993]]}


Which of them is most stable, and which least? Most stable: arrangement one; least stable: arrangement three.


Arrangement one

{"formula": "C4H10O", "method": "ωB97M-V/def2-TZVPD", "e_lumo_ev": 1.18, "orbital_gap_ev": 10.154, "smiles": "CCCOC", "homo_energy_ev": -8.975, "symbols": ["C", "C", "C", "O", "C", "H", "H", "H", "H", "H", "H", "H", "H", "H", "H"], "xyz": [[-2.26186, 0.32589, 0.34979], [-1.06597, -0.52720, -0.01003], [0.35886, 0.28590, 0.45098], [1.22877, 0.45034, -0.62427], [2.53694, -0.07693, -0.64722], [-2.04891, 1.34691, 0.02741], [-3.18633, -0.00860, -0.12798], [-2.43616, 0.34645, 1.43577], [-0.85522, -0.63375, -1.06348], [-1.23365, -1.57184, 0.38299], [0.25886, -0.58735, 1.04982], [0.03617, 1.27152, 0.78544], [2.64741, -0.74077, -1.51735], [3.25347, 0.74919, -0.75981], [2.76761, -0.62977, 0.26793]]}


Arrangement two

{"formula": "C4H10O", "method": "ωB97M-V/def2-TZVPD", "e_lumo_ev": 1.01, "orbital_gap_ev": 11.314, "smiles": "CCCCO", "homo_energy_ev": -10.300, "symbols": ["C", "C", "C", "C", "O", "H", "H", "H", "H", "H", "H", "H", "H", "H", "H"], "xyz": [[-2.20591, 0.06444, -0.24865], [-0.80667, 0.46176, 0.24922], [0.29795, -0.56031, -0.02382], [1.65604, 0.10998, 0.06884], [2.66336, -0.86810, -0.08645], [-2.21449, -0.91981, -0.72930], [-2.96145, 0.05198, 0.54439], [-2.53053, 0.78926, -0.99775], [-0.51881, 1.39738, -0.25011], [-0.83016, 0.69462, 1.32052], [0.18440, -0.98442, -1.02986], [0.26061, -1.40078, 0.68190], [1.71997, 0.88041, -0.71869], [1.74446, 0.63179, 1.03739], [3.51629, -0.41916, -0.08854]]}


Arrangement three

{"formula": "C4H10O", "method": "ωB97M-V/def2-TZVPD", "e_lumo_ev": 1.16, "orbital_gap_ev": 10.898, "smiles": "COC(C)C", "homo_energy_ev": -9.736, "symbols": ["C", "O", "C", "C", "C", "H", "H", "H", "H", "H", "H", "H", "H", "H", "H"], "xyz": [[1.87217, -0.44047, -0.70166], [0.93103, -0.53081, 0.33545], [-0.18699, 0.33070, 0.18417], [-1.18763, -0.24073, -0.81786], [-0.80349, 0.48197, 1.56639], [2.60012, -1.24078, -0.54686], [2.39924, 0.52668, -0.68884], [1.42077, -0.57194, -1.69595], [0.16233, 1.31609, -0.17146], [-1.56896, -1.20053, -0.45241], [-0.73163, -0.40459, -1.79973], [-2.03267, 0.44268, -0.95421], [-1.73865, 1.04995, 1.51865], [-0.11534, 0.99176, 2.24694], [-1.02029, -0.50997, 1.97739]]}


Which of them is most stable, and which least? Most stable: arrangement two; least stable: arrangement one.


Arrangement one

{"formula": "C4H10O", "method": "ωB97M-V/def2-TZVPD", "e_lumo_ev": 0.62, "orbital_gap_ev": 9.676, "smiles": "C=CO.CC", "homo_energy_ev": -9.060, "symbols": ["C", "C", "H", "H", "H", "H", "H", "H", "C", "C", "O", "H", "H", "H", "H"], "xyz": [[1.09626, -2.18627, 1.44164], [2.27868, -1.58425, 0.75641], [1.32143, -2.52460, 2.45914], [0.29057, -1.44592, 1.50915], [0.59957, -3.10701, 1.11864], [2.79468, -0.81259, 1.33456], [2.19698, -1.31923, -0.29384], [3.18939, -2.21952, 0.81215], [-2.09456, 3.04807, -1.84833], [-1.68734, 2.13740, -0.96044], [-2.58653, 1.20535, -0.48176], [-1.42734, 3.52481, -2.54504], [-3.16760, 3.16599, -1.90499], [-0.66856, 1.76185, -0.94101], [-2.13564, 0.35591, -0.45626]]}


Arrangement two

{"formula": "C4H10O", "method": "ωB97M-V/def2-TZVPD", "e_lumo_ev": 0.98, "orbital_gap_ev": 11.068, "smiles": "CCCCO", "homo_energy_ev": -10.089, "symbols": ["C", "C", "C", "C", "H", "H", "H", "H", "H", "H", "H", "H", "H", "H", "O"], "xyz": [[1.73340, -0.94608, -0.55677], [0.22067, -1.07892, -0.60505], [-0.61371, 0.25755, -0.48879], [-0.78260, 0.92648, 0.96980], [2.12399, -0.32965, -1.38491], [2.28355, -1.93062, -0.43575], [1.91727, -0.38676, 0.47439], [-0.06421, -1.86426, 0.23478], [-0.17150, -1.44139, -1.56488], [-0.06897, 1.07300, -1.05640], [-1.62110, 0.26204, -0.87594], [-1.30998, 0.17770, 1.65655], [0.16183, 1.14606, 1.56162], [-2.39502, 1.91231, 1.07738], [-1.41363, 2.22254, 0.99397]]}


Which of them is most stable, and which least? Most stable: arrangement two; least stable: arrangement one.


Arrangement one

{"formula": "C4H10O", "method": "ωB97M-V/def2-TZVPD", "e_lumo_ev": 0.86, "orbital_gap_ev": 10.964, "homo_energy_ev": -10.102, "symbols": ["C", "C", "C", "C", "H", "H", "H", "H", "H", "H", "H", "H", "H", "H", "O"], "xyz": [[-1.46419, 0.06917, -0.49364], [-0.29381, 0.85419, 0.15538], [0.73693, -0.20792, 0.69414], [1.90118, -0.53568, -0.27010], [-2.88643, -0.41719, 0.82410], [-1.55204, -0.54129, -1.16149], [-2.19327, 0.68501, -1.11756], [0.22446, 1.28920, -0.87145], [-0.45457, 1.89470, 1.25767], [0.45012, -1.39833, 0.91659], [1.27217, 0.26669, 1.83800], [2.60792, -0.95077, 0.08156], [1.46617, -0.88454, -1.50509], [2.37605, 0.61234, -0.63574], [-2.19069, -0.73558, 0.28763]]}


Arrangement two

{"formula": "C4H10O", "method": "ωB97M-V/def2-TZVPD", "e_lumo_ev": 0.97, "orbital_gap_ev": 10.932, "smiles": "C=C.CCO", "homo_energy_ev": -9.958, "symbols": ["C", "C", "H", "H", "H", "H", "C", "O", "C", "H", "H", "H", "H", "H", "H"], "xyz": [[-0.32518, 2.31078, -1.84241], [-0.72403, 3.53569, -2.16270], [-1.08558, 1.59283, -1.53743], [0.65366, 1.91608, -2.10376], [-1.67563, 3.86999, -1.76690], [-0.26499, 4.10085, -2.94366], [0.81001, -1.50137, 1.35931], [0.93757, -2.84163, 0.83802], [-0.62782, -1.06708, 1.55469], [1.33726, -0.83191, 0.65039], [1.19829, -1.62000, 2.38095], [0.11091, -3.17577, 0.47678], [-0.97112, -1.07761, 0.51021], [-0.62222, -0.08293, 2.02240], [-1.18069, -1.79350, 2.15560]]}


Arrangement three

{"formula": "C4H10O", "method": "ωB97M-V/def2-TZVPD", "e_lumo_ev": 1.03, "orbital_gap_ev": 11.195, "smiles": "CC(C)CO", "homo_energy_ev": -10.162, "symbols": ["C", "C", "C", "C", "O", "H", "H", "H", "H", "H", "H", "H", "H", "H", "H"], "xyz": [[-0.24216, -0.34092, 0.17177], [1.12037, -0.46126, -0.52636], [-0.04303, 0.02541, 1.63969], [-1.11525, 0.69350, -0.53872], [1.02240, -0.89888, -1.86105], [-1.36185, 0.36550, -1.54604], [-0.73492, -1.31666, 0.11050], [1.73177, -1.21125, -0.01909], [1.64651, 0.50399, -0.47495], [-1.00243, 0.08622, 2.14677], [0.56659, -0.72233, 2.14302], [0.45397, 0.98817, 1.72761], [0.60445, -0.20501, -2.37980], [-0.59970, 1.65086, -0.59537], [-2.04671, 0.84267, 0.00203]]}


Which of them is most stable, and which least? Most stable: arrangement three; least stable: arrangement one.


Arrangement one

{"formula": "C4H10O", "method": "ωB97M-V/def2-TZVPD", "e_lumo_ev": 0.90, "orbital_gap_ev": 10.194, "smiles": "C=C(C)CO.[H][H]", "homo_energy_ev": -9.293, "symbols": ["C", "C", "C", "C", "O", "H", "H", "H", "H", "H", "H", "H", "H", "H", "H"], "xyz": [[0.19634, 1.16032, 1.02957], [0.15119, -0.18118, 0.35142], [1.22719, -0.93422, 0.13749], [-1.22033, -0.60545, -0.10541], [-1.23031, -1.97329, -0.44477], [1.22069, 1.52739, 1.12456], [-0.38275, 1.90907, 0.47479], [1.20130, 1.87404, -1.92922], [-0.23850, 1.09870, 2.03339], [1.14427, -1.89998, -0.35091], [1.26174, 1.17144, -1.67977], [2.21515, -0.60154, 0.44856], [-1.49918, 0.02034, -0.97213], [-1.94991, -0.38148, 0.69169], [-2.09691, -2.18417, -0.80925]]}


Arrangement two

{"formula": "C4H10O", "method": "ωB97M-V/def2-TZVPD", "e_lumo_ev": 0.85, "orbital_gap_ev": 10.042, "smiles": "C=CCC.O", "homo_energy_ev": -9.196, "symbols": ["C", "C", "C", "C", "H", "H", "H", "H", "H", "H", "H", "H", "H", "H", "O"], "xyz": [[-0.83866, -0.09967, 1.52253], [-0.11802, -0.32495, 0.18765], [1.35788, -0.04339, 0.35006], [2.11541, -0.48797, 1.35747], [-0.36043, -0.61880, 2.35029], [-1.86560, -0.46789, 1.51606], [-0.82081, 0.96872, 1.73478], [-0.28062, -1.36298, -0.12530], [-0.53114, 0.26633, -0.58905], [1.91405, 0.18099, -0.56096], [3.12964, -0.12531, 1.43305], [1.75973, -1.26300, 2.02611], [-1.77400, 0.54639, -4.30662], [-2.18267, 1.54370, -3.13402], [-1.50475, 1.28781, -3.76204]]}


Which of them is most stable, and which least? Most stable: arrangement two; least stable: arrangement one.


Arrangement one

{"formula": "C4H10O", "method": "ωB97M-V/def2-TZVPD", "e_lumo_ev": 1.11, "orbital_gap_ev": 10.246, "smiles": "C=C(C)C.O", "homo_energy_ev": -9.133, "symbols": ["C", "C", "C", "C", "H", "H", "H", "H", "H", "H", "H", "H", "H", "H", "O"], "xyz": [[2.62437, -0.04803, -0.79500], [1.68149, 0.64339, 0.16340], [0.91880, 1.64626, -0.26030], [1.49773, 0.02240, 1.53970], [2.93746, 0.68481, -1.52124], [2.13833, -0.93686, -1.20305], [3.48505, -0.48276, -0.27617], [0.10692, 2.05496, 0.28566], [0.92632, 1.96280, -1.30551], [0.99770, 0.68410, 2.25156], [2.46902, -0.40066, 1.80205], [0.80438, -0.81535, 1.42947], [-6.98352, -1.19951, -1.33938], [-7.00683, -2.32106, -0.25691], [-6.59722, -1.49448, -0.51428]]}


Arrangement two

{"formula": "C4H10O", "method": "ωB97M-V/def2-TZVPD", "e_lumo_ev": 0.89, "orbital_gap_ev": 9.384, "homo_energy_ev": -8.492, "symbols": ["C", "C", "C", "C", "O", "H", "H", "H", "H", "H", "H", "H", "H", "H", "H"], "xyz": [[0.05287, 2.26507, 0.29613], [-0.48518, 0.84131, 0.45033], [-0.53253, 0.21401, -0.91767], [1.01463, -2.22962, 0.08465], [-1.71234, -0.35795, -1.06037], [-0.58371, 2.84574, -0.37911], [1.05777, 2.23977, -0.13596], [0.09270, 2.78136, 1.25922], [0.22932, 0.25425, 1.04501], [-1.45367, 0.81084, 0.97011], [0.93767, -1.40015, -0.62529], [1.99855, -2.20562, 0.55882], [0.23759, -2.13470, 0.84986], [0.88123, -3.17296, -0.44930], [-1.73489, -0.75136, -1.94644]]}


Arrangement three

{"formula": "C4H10O", "method": "ωB97M-V/def2-TZVPD", "e_lumo_ev": 1.04, "orbital_gap_ev": 10.557, "smiles": "C/C=C/C.O", "homo_energy_ev": -9.513, "symbols": ["C", "C", "C", "C", "O", "H", "H", "H", "H", "H", "H", "H", "H", "H", "H"], "xyz": [[2.07521, 0.03945, -0.53906], [0.71632, -0.60096, -0.47074], [-0.42794, -0.00104, -0.80294], [-1.79613, -0.60408, -0.66127], [-0.80199, 1.08841, 1.85704], [2.00049, 1.13243, -0.55459], [2.62293, -0.27254, -1.43574], [2.68554, -0.24239, 0.32598], [0.67535, -1.62928, -0.10615], [-0.25538, 0.48109, 1.33810], [-0.38934, 1.02723, -1.17271], [-2.20619, -0.89951, -1.63377], [-1.77266, -1.48823, -0.01604], [-2.48515, 0.11547, -0.20770], [-0.72981, 1.91262, 1.36177]]}


Which of them is most stable, and which least? Most stable: arrangement three; least stable: arrangement two.